1.
{"formula": "C16H45N6O3P2", "method": "ωB97M-V with the def2-TZVPD basis set", "e_lumo_ev": 1.39, "charge": -1, "homo_ev": -0.54, "spin_multiplicity": 1, "symbols": ["C", "C", "C", "C", "O", "H", "H", "H", "H", "H", "H", "H", "H", "H", "O", "P", "N", "C", "C", "N", "C", "C", "N", "C", "C", "H", "H", "H", "H", "H", "H", "H", "H", "H", "H", "H", "H", "H", "H", "H", "H", "H", "H", "O", "P", "N", "C", "C", "N", "C", "C", "N", "C", "C", "H", "H", "H", "H", "H", "H", "H", "H", "H", "H", "H", "H", "H", "H", "H", "H", "H", "H"], "coordinates": [[7.563, 3.329, 4.927], [6.382, 2.567, 4.309], [5.127, 2.589, 5.238], [4.427, 3.943, 5.023], [4.223, 1.480, 4.986], [7.777, 2.976, 5.946], [7.431, 4.417, 4.885], [6.701, 1.541, 4.100], [6.060, 3.074, 3.390], [5.512, 2.561, 6.261], [5.184, 4.688, 4.788], [3.875, 4.212, 5.928], [3.763, 3.885, 4.156], [4.028, 1.118, 5.857], [0.618, 3.670, 2.392], [0.679, 2.455, 1.490], [-0.756, 2.736, 0.577], [-2.075, 2.216, 0.839], [-0.787, 4.001, -0.140], [0.616, 1.266, 2.731], [-0.480, 0.353, 2.935], [1.215, 1.645, 4.011], [1.185, 1.238, 0.387], [0.560, 0.859, -0.866], [2.324, 0.395, 0.741], [-2.655, 2.206, -0.092], [-2.628, 2.800, 1.587], [-2.060, 1.170, 1.141], [-0.020, 4.013, -0.926], [-0.601, 4.856, 0.521], [-1.747, 4.165, -0.629], [-1.385, 0.863, 3.294], [-0.211, -0.402, 3.678], [-0.709, -0.209, 2.024], [0.527, 2.236, 4.632], [2.119, 2.222, 3.857], [1.508, 0.754, 4.570], [-0.287, 0.188, -0.695], [1.265, 0.334, -1.516], [0.226, 1.718, -1.444], [1.983, -0.584, 1.092], [2.926, 0.849, 1.525], [2.991, 0.245, -0.112], [-1.573, -2.153, -2.004], [-2.668, -2.844, -2.788], [-1.802, -4.234, -3.304], [-1.090, -4.413, -4.549], [-1.257, -5.049, -2.226], [-2.905, -1.590, -3.947], [-2.612, -1.701, -5.357], [-2.634, -0.232, -3.479], [-4.164, -3.543, -3.275], [-4.398, -4.888, -3.765], [-5.360, -2.708, -3.300], [-1.011, -5.483, -4.771], [-0.079, -3.986, -4.531], [-1.632, -4.014, -5.404], [-2.069, -5.501, -1.641], [-0.635, -4.465, -1.539], [-0.647, -5.867, -2.607], [-1.533, -1.761, -5.553], [-2.995, -0.829, -5.894], [-3.118, -2.561, -5.804], [-1.567, 0.017, -3.522], [-2.972, -0.100, -2.454], [-3.184, 0.490, -4.090], [-4.147, -4.966, -4.827], [-5.449, -5.168, -3.652], [-3.840, -5.639, -3.210], [-5.596, -2.401, -4.324], [-5.231, -1.814, -2.695], [-6.226, -3.236, -2.889]], "atomic_forces_ev_per_a": [[0.0889, -0.1576, -0.6854], [0.1200, 0.5533, 1.0809], [0.8584, 0.6313, -1.0021], [-0.0625, -0.6795, 0.1675], [-0.0743, 0.0604, 0.5121], [-0.0470, 0.1386, 0.0326], [-0.0354, -0.0182, 0.2277], [-0.4022, -0.1198, -0.0946], [0.2125, -0.3377, -0.2627], [-0.1338, -0.3106, 0.0448], [0.0488, 0.0951, 0.3179], [-0.2038, 0.2875, -0.2201], [-0.1557, -0.0767, 0.1363], [-0.1015, -0.0808, -0.2528], [2.7790, 0.5188, -1.8651], [-4.8050, -2.5322, 1.8689], [-0.3286, 0.0737, -0.8012], [0.0071, -0.3721, -0.0018], [0.4644, 0.2456, 0.2331], [0.5139, 0.0767, 0.8474], [0.0606, -0.3432, -0.5501], [-0.2278, 0.3931, 0.0031], [1.4405, 1.1658, 0.1578], [-0.0344, 0.4307, -0.6220], [0.2925, 0.0969, 0.0641], [0.0010, 0.2190, 0.0142], [-0.0497, -0.0705, 0.0439], [0.1384, 0.1005, 0.1919], [0.0119, 0.0906, 0.0243], [-0.0051, 0.0005, -0.0215], [-0.0643, -0.2279, 0.0333], [-0.0515, -0.0923, -0.0160], [0.1350, 0.1007, 0.0527], [-0.1109, 0.1430, -0.0559], [0.0338, 0.0307, 0.0179], [-0.0205, 0.0309, 0.0898], [-0.0657, -0.1192, -0.1659], [-0.0300, 0.0581, -0.0006], [0.1521, -0.0492, 0.2344], [-0.1581, -0.0038, 0.1309], [-0.0124, 0.0202, 0.0102], [-0.0962, -0.0736, 0.1098], [-0.1150, 0.0543, -0.0751], [-2.3719, -0.6559, 2.4596], [2.7308, 0.0159, -5.2989], [-0.0965, -0.7948, 0.0383], [-0.1967, 0.0419, -0.3107], [-0.1001, 0.3478, 0.4786], [-0.1696, 0.9932, 0.3483], [-0.4214, -0.3939, -0.1794], [0.2919, -0.0402, 0.1218], [-0.2757, 0.6170, 1.7695], [0.0474, -0.5813, 0.4616], [-0.1182, 0.1045, 0.2041], [0.1342, -0.0087, 0.1840], [-0.0019, 0.0332, -0.0794], [0.0302, 0.2097, 0.1326], [0.0543, 0.0148, 0.0658], [0.0027, -0.0234, -0.0086], [-0.0800, 0.0395, -0.2248], [-0.0300, -0.0290, -0.0918], [-0.0179, 0.0819, 0.1496], [0.1380, -0.1087, 0.0609], [-0.0115, 0.0755, 0.0748], [0.1257, -0.0332, 0.0301], [-0.0158, -0.1386, -0.1418], [0.0991, 0.0028, 0.0321], [-0.0442, 0.2478, 0.0227], [0.1584, 0.0598, -0.1250], [0.0170, 0.0159, 0.0114], [0.0757, 0.0657, -0.1248], [0.0788, -0.1101, -0.0154]]}

2.
{"formula": "C16H46N4O5", "method": "ωB97M-V with the def2-TZVPD basis set", "e_lumo_ev": 0.38, "de_lowest_ev": 2.825, "homo_ev": -9.12, "spin_multiplicity": 1, "symbols": ["O", "H", "H", "C", "C", "C", "O", "C", "N", "H", "H", "H", "H", "H", "H", "H", "H", "H", "H", "H", "C", "C", "C", "O", "C", "N", "H", "H", "H", "H", "H", "H", "H", "H", "H", "H", "H", "C", "C", "C", "O", "C", "N", "H", "H", "H", "H", "H", "H", "H", "H", "H", "H", "H", "C", "C", "C", "O", "C", "N", "H", "H", "H", "H", "H", "H", "H", "H", "H", "H", "H"], "coordinates": [[0.636, -18.521, -15.937], [0.131, -18.696, -16.731], [0.191, -19.024, -15.254], [1.239, -11.681, -13.162], [-0.205, -12.264, -12.875], [-1.159, -12.052, -14.145], [-1.474, -10.671, -14.609], [-2.026, -9.900, -13.567], [-0.053, -13.719, -12.788], [1.493, -11.891, -14.201], [2.028, -12.079, -12.523], [1.260, -10.605, -12.988], [-0.656, -11.920, -11.944], [-2.117, -12.558, -14.023], [-0.715, -12.566, -14.997], [-1.802, -8.865, -13.825], [-1.769, -10.095, -12.526], [-3.102, -10.068, -13.540], [-0.706, -14.085, -13.466], [0.897, -13.902, -13.076], [5.096, -23.714, -10.355], [3.713, -24.001, -11.068], [4.004, -24.382, -12.548], [2.934, -24.556, -13.371], [2.181, -23.413, -13.817], [3.088, -25.070, -10.227], [4.915, -23.353, -9.343], [5.787, -22.960, -10.731], [5.618, -24.666, -10.260], [3.150, -23.071, -10.986], [4.594, -25.299, -12.535], [4.638, -23.587, -12.941], [1.160, -23.759, -13.976], [2.540, -23.127, -14.806], [2.255, -22.567, -13.133], [2.319, -25.395, -10.794], [3.691, -25.880, -10.227], [-4.003, -17.996, -12.284], [-3.274, -18.267, -10.910], [-1.956, -19.027, -11.051], [-2.044, -20.140, -12.033], [-2.944, -21.257, -11.665], [-3.010, -16.933, -10.235], [-4.147, -18.929, -12.829], [-3.290, -17.445, -12.898], [-4.924, -17.423, -12.182], [-3.878, -18.841, -10.207], [-1.595, -19.374, -10.083], [-1.162, -18.408, -11.469], [-3.862, -20.884, -11.213], [-2.479, -21.858, -10.883], [-3.216, -21.855, -12.536], [-2.304, -16.392, -10.714], [-3.905, -16.469, -10.168], [-3.561, -18.693, -19.861], [-2.663, -17.591, -19.375], [-1.314, -17.684, -20.212], [-0.658, -18.883, -19.884], [0.641, -18.800, -20.337], [-3.442, -16.347, -19.571], [-3.996, -18.511, -20.844], [-4.399, -18.848, -19.180], [-3.023, -19.625, -20.035], [-2.412, -17.683, -18.318], [-0.653, -16.849, -19.979], [-1.659, -17.653, -21.246], [1.201, -19.651, -19.948], [1.031, -17.819, -20.066], [0.720, -18.931, -21.416], [-4.031, -16.494, -20.378], [-2.802, -15.603, -19.806]], "atomic_forces_ev_per_a": [[0.2159, 0.1688, 0.0226], [-0.1397, -0.0530, -0.2953], [-0.1185, -0.1303, 0.2355], [-1.4491, 0.5072, 0.4163], [0.7355, 0.2661, -1.7045], [0.0473, 1.6307, 0.0567], [1.4465, -2.1445, 1.4252], [-0.9801, 0.4194, -0.3132], [-0.2396, 0.2685, 0.2047], [0.0090, 0.0683, -0.0168], [-0.2789, -0.3627, 0.1850], [-0.0394, 0.1015, -0.2761], [0.1177, 0.3709, -0.1546], [-0.2206, -0.0894, 0.6038], [0.3870, 0.3150, -0.0463], [-0.1977, 0.0387, 0.2480], [0.9612, -0.2457, -0.1669], [-0.4061, 0.2894, -0.2564], [0.2362, -0.8308, -0.0020], [-0.1479, -0.6365, -0.2024], [-0.7398, -0.1203, 0.2476], [2.0968, -0.2372, 0.9092], [0.9082, 1.2421, 1.4893], [-2.0801, -0.5625, -0.8425], [0.6895, -0.8267, -0.1363], [-0.3140, 0.8947, -1.2521], [-0.3133, -0.2812, 0.1278], [-0.2677, -0.1173, -0.8028], [0.2299, 0.0085, -0.0548], [-0.4336, -0.2057, -0.1372], [-0.0514, -0.1728, -0.1292], [0.4032, 0.2103, -0.1067], [-0.0424, 0.1913, 0.3987], [0.2511, 0.2515, -0.0112], [-0.1922, -0.0612, 0.0575], [-0.6648, -0.1332, 0.1186], [0.5119, -0.0715, 0.1247], [1.2880, -0.9143, 0.7257], [-0.1195, 1.8004, -0.4340], [-0.2486, -1.1340, -1.3932], [-0.8904, -0.2984, 1.0007], [0.7302, 1.6157, 0.6198], [-0.1528, -2.0526, 0.1837], [-0.4033, -0.0156, 0.0711], [-0.0640, 0.2921, -0.0289], [0.0568, -0.1508, 0.1345], [-0.3842, 0.1272, -0.1457], [-0.1551, -0.2012, 0.1047], [-0.1204, 0.1700, -0.1133], [-0.1764, 0.1783, -0.1858], [0.2413, -0.2488, -0.1818], [0.4316, 0.2355, -0.0728], [-0.2754, 0.1705, -0.2457], [0.2897, 0.4533, -0.0755], [-0.2657, -1.2082, 0.1391], [0.5553, 0.2409, -1.1610], [-2.2293, 0.2542, 1.2733], [-1.0387, 0.2260, 0.2019], [1.0634, -0.7204, -0.4815], [0.9389, -0.3068, 0.0598], [0.0338, 0.5704, -0.1229], [0.0455, -0.1612, 0.0365], [0.0333, -0.1319, 0.5426], [-0.0239, -0.1650, 0.0425], [-0.0530, 0.3166, -0.1025], [0.4499, 0.0184, -0.4554], [0.1602, 0.3015, 0.4439], [0.6826, -0.1723, 0.0909], [-0.1852, 0.3024, -0.3956], [-0.0885, 0.2238, -0.1218], [-0.0560, 0.4239, 0.0829]]}